A molecular structure, C4H7AuO3 in a non-equilibrium geometry, computed with ωB97M-V/def2-TZVPD.

XYZ file:
```
15
Properties=species:S:1:pos:R:3:forces:R:3:mulliken_charge:R:1
Au 1.522 0.739 -0.228 1.03 3.03 -2.01 0.63
O -0.721 -0.334 -0.510 0.61 0.06 -0.63 -0.34
O 0.140 2.084 0.329 -1.74 1.64 0.54 -0.51
O 1.867 -0.954 0.342 1.31 -3.32 1.73 -0.43
C -1.070 1.918 0.045 -0.16 0.45 -1.12 0.23
C -1.565 0.660 -0.391 -1.02 -0.33 1.08 -0.17
C 0.872 -1.902 0.313 -1.12 -2.04 -0.38 -0.14
C -0.530 -1.339 0.519 -0.19 -0.19 0.34 -0.54
H 0.876 -2.450 -0.652 0.10 0.28 0.38 0.31
H 1.011 -2.639 1.130 0.13 0.36 -0.32 0.35
H -1.303 -2.105 0.376 0.32 0.04 0.30 0.37
H -1.751 2.777 -0.043 0.26 -0.13 0.60 0.39
H -0.615 -0.832 1.488 -0.08 -0.23 -0.11 0.35
H -2.630 0.422 -0.390 0.10 0.28 -0.31 0.45
H 2.703 1.649 -0.870 0.46 0.10 -0.08 0.05
```
Positions in Å, forces in eV/Å.

Properties
⟨S²⟩	3.77
HOMO energy (spin up / spin down)	-13.5016 / -14.8548	eV
multiplicity	4
total charge	+1
electronic energy	-517.485787	hartree
relative energy (zero: lowest compared OMol25 entry of this formula, charge and spin)	0.00	kJ/mol
max |F|	3.96	eV Å⁻¹

=====

A molecular structure, C12H18Ag2FO6 in a non-equilibrium geometry, computed with ωB97M-V/def2-TZVPD.

XYZ file:
```
39
Properties=species:S:1:pos:R:3:forces:R:3:mulliken_charge:R:1
Ag -0.057 -2.266 2.595 -0.42 1.17 -0.09 0.28
Ag 0.705 -1.040 -1.056 0.18 0.32 1.87 0.84
F 0.840 -0.806 1.163 0.30 -0.23 -1.08 -0.22
O -1.366 -0.248 3.024 -0.20 1.79 -0.59 -0.45
O -3.360 0.329 -1.229 1.87 -3.30 -0.26 -0.22
O 5.325 -0.540 -1.195 -4.41 -0.30 1.21 -0.26
O -2.793 1.426 2.575 0.65 -1.33 1.02 -0.27
O 2.989 -0.473 -1.163 1.84 -0.19 0.39 -0.30
O -1.725 -0.827 -0.304 1.03 -0.85 -1.08 -0.54
C -0.792 1.725 1.520 0.34 0.33 -0.38 -0.11
C -1.574 0.897 2.514 -1.17 -0.98 -0.79 0.55
C 4.083 -0.671 -0.537 0.91 -0.48 -3.04 0.61
C 4.196 -1.122 0.874 -0.66 0.57 -0.44 -0.34
C 5.683 -0.936 1.083 0.59 -1.40 1.45 -0.59
C -2.567 -0.816 -1.190 -1.69 1.52 0.85 0.53
C -4.207 0.163 -2.343 -1.82 2.09 -1.72 -0.49
C -1.516 3.098 1.512 -0.41 -1.09 1.20 -0.52
C -3.828 -0.983 -3.246 0.18 -0.46 0.63 -0.49
C 6.318 -1.047 -0.290 1.01 0.99 1.73 -0.33
C -2.924 2.628 1.802 -0.70 1.26 0.13 -0.39
C -2.966 -1.843 -2.293 0.44 1.17 -0.60 -0.49
H 7.147 -0.346 -0.197 0.10 -0.06 -1.08 0.31
H 6.014 -1.809 1.644 0.19 0.23 0.37 0.31
H 0.291 1.693 1.637 -0.23 0.06 0.02 0.55
H 6.704 -2.041 -0.519 -0.55 0.07 -0.54 0.30
H -3.428 3.387 2.400 -0.13 -0.35 0.30 0.36
H -1.555 3.733 0.627 0.78 -0.22 0.08 0.34
H 6.019 -0.055 1.631 -0.47 0.11 -0.20 0.36
H 3.874 -2.151 1.033 0.08 -0.28 -0.61 0.31
H -5.250 0.115 -2.031 0.15 0.06 0.26 0.34
H -3.561 -2.706 -1.993 0.37 0.12 0.76 0.31
H -3.334 -0.575 -4.128 0.32 -0.44 0.12 0.28
H -1.103 1.225 0.603 0.42 -0.27 -0.30 -0.15
H -4.052 1.044 -2.966 -0.51 0.40 0.40 0.29
H -1.257 3.615 2.437 0.57 0.55 -0.45 0.30
H 3.402 -0.585 1.393 0.47 0.48 0.57 0.22
H -4.739 -1.485 -3.573 0.26 -0.16 -0.02 0.30
H -2.047 -2.185 -2.769 -0.02 -0.25 0.09 0.25
H -3.588 2.478 0.952 0.35 -0.63 -0.17 0.23
```
Positions in Å, forces in eV/Å.

Properties
⟨S²⟩	3.77
HOMO energy (spin up / spin down)	-12.7095 / -16.6101	eV
multiplicity	4
total charge	+2
electronic energy	-1312.423735	hartree
max |F|	4.58	eV Å⁻¹

=====

9 unconnected molecules or ions with the total composition C52H41BINO21 in a non-equilibrium geometry, computed with ωB97M-V/def2-TZVPD.

XYZ file:
```
117
Properties=species:S:1:pos:R:3:forces:R:3:mulliken_charge:R:1
I 0.646 -0.797 -0.546 -0.54 0.16 -0.17 0.11
O 9.574 -3.527 -9.418 -0.19 0.14 -0.20 -0.64
O -1.958 -0.223 5.363 -0.67 -1.16 2.29 -0.26
O 1.222 4.347 2.431 -0.07 0.12 -0.07 -0.64
O 7.767 -5.625 -6.690 0.03 -0.06 0.04 -0.46
O -6.968 -3.881 -1.855 0.07 0.01 0.02 -0.54
O -6.241 4.185 5.389 0.01 0.10 0.08 -0.43
O -0.271 2.791 4.237 -0.62 -0.57 -0.52 -0.21
O -4.320 0.074 1.642 0.88 0.07 -0.85 -0.53
O -8.787 6.844 1.439 -0.03 -0.06 -0.02 -0.55
O 0.823 1.205 2.832 -1.28 0.61 -0.24 -0.56
O 5.611 -2.066 -6.007 -0.02 0.12 0.26 -0.45
O -1.721 4.759 8.090 -0.08 0.02 0.01 -0.58
O -3.957 1.473 3.271 -1.03 0.83 1.53 -0.56
O 11.412 -9.238 -7.999 -0.06 0.02 0.03 -0.55
O 1.753 9.533 1.496 -0.01 -0.08 0.00 -0.53
O -2.867 -1.237 10.485 0.01 0.00 -0.06 -0.57
O -1.462 0.757 3.564 0.72 1.72 -1.04 -0.04
O -9.379 1.689 2.503 -0.02 0.05 -0.05 -0.55
O 4.338 -3.448 -10.231 0.07 -0.02 -0.03 -0.56
O 3.641 -1.736 -1.103 0.02 -0.01 -0.07 -0.56
O -2.364 -3.412 0.720 -0.05 -0.01 -0.05 -0.56
N -2.077 0.729 2.319 -0.51 -1.77 -2.02 0.68
C 4.585 -3.175 -4.204 -0.06 -0.09 0.08 -0.20
C 5.162 -0.709 -4.137 -0.01 0.10 0.08 -0.36
C -2.814 3.815 6.231 -0.03 0.00 -0.02 -0.19
C -3.420 -3.520 0.131 0.03 -0.08 0.02 0.56
C -10.020 3.527 1.182 -0.06 0.09 -0.10 -0.39
C -4.679 -4.420 -1.772 0.15 -0.03 0.00 -0.36
C 9.772 -6.094 -7.835 0.15 0.10 -0.01 -0.28
C -8.144 5.006 2.760 0.02 -0.06 0.03 -0.18
C -3.271 0.165 8.639 -0.01 0.09 -0.13 -0.41
C 6.111 -3.193 -8.705 -0.01 -0.05 -0.17 -0.20
C -5.914 -3.774 -1.266 -0.15 -0.01 -0.07 0.30
C 8.369 -3.508 -9.602 0.04 0.16 0.00 0.50
C 1.343 5.540 2.217 0.02 0.03 0.01 0.47
C -3.951 3.671 5.551 0.06 0.03 -0.10 -0.22
C -2.166 -0.456 6.539 0.11 -0.05 -0.18 -0.16
C 6.482 -3.764 -11.146 0.09 -0.04 -0.12 -0.42
C 4.668 -0.626 -2.904 0.06 0.08 -0.09 -0.35
C 1.632 8.347 1.710 0.03 0.17 -0.02 0.32
C 10.686 -7.006 -8.163 -0.09 0.09 0.02 -0.44
C 10.578 -8.410 -7.701 0.15 -0.07 -0.09 0.35
C -5.811 -2.990 -0.010 0.05 0.09 0.09 -0.32
C 9.411 -8.764 -6.859 -0.13 0.00 0.08 -0.39
C 7.426 -3.212 -8.502 -0.03 0.08 0.05 -0.12
C -1.555 -1.627 7.212 0.04 -0.07 0.15 -0.34
C 5.537 -3.466 -10.042 -0.07 0.00 0.06 0.22
C -4.012 5.270 7.927 -0.12 0.05 0.02 -0.53
C -1.584 -0.365 1.465 0.45 -0.82 -0.67 -1.55
C -1.307 0.062 -0.035 0.34 0.25 0.95 -0.23
C -1.246 1.592 -0.276 -0.28 -0.09 -1.16 -1.21
C -5.147 5.127 7.247 -0.02 0.07 0.11 -0.52
C -8.294 3.711 3.029 0.04 -0.03 0.05 -0.29
C 4.091 -3.092 -2.971 0.02 -0.09 -0.10 -0.49
C -8.921 5.663 1.684 0.07 0.14 0.04 0.28
C -2.660 -1.005 9.313 -0.03 -0.01 0.16 0.31
C -3.523 -4.303 -1.123 -0.03 -0.07 -0.12 -0.52
C 8.605 -6.451 -6.992 0.02 0.02 -0.01 0.40
C 2.421 7.670 2.767 0.04 -0.11 0.07 -0.38
C 5.159 -1.989 -4.882 0.03 -0.02 -0.07 0.29
C 2.286 6.367 3.002 0.07 0.04 0.08 -0.33
C 7.797 -3.782 -10.941 -0.03 -0.03 -0.11 -0.55
C 0.555 6.212 1.160 -0.02 0.02 -0.10 -0.33
C 0.689 7.515 0.924 -0.08 -0.12 -0.05 -0.42
C -3.041 0.419 7.352 -0.11 0.04 0.15 -0.11
C -3.478 0.772 2.454 0.51 0.67 0.27 0.14
C -1.784 -1.882 8.498 0.08 -0.06 -0.13 -0.47
C -9.870 4.822 0.915 -0.08 -0.11 -0.06 -0.40
C -4.654 -2.874 0.639 -0.08 -0.01 0.05 -0.29
C 4.093 -1.811 -2.226 -0.04 -0.01 0.11 0.35
C -5.203 4.316 6.007 0.04 -0.05 -0.06 0.14
C 8.496 -7.855 -6.530 -0.01 -0.12 0.03 -0.41
C -9.243 2.870 2.261 0.03 -0.08 0.05 0.28
C -2.756 4.625 7.470 0.14 -0.04 0.00 0.11
B -0.332 1.600 3.561 0.90 0.09 -0.49 0.28
H 2.852 5.855 3.770 -0.03 -0.04 -0.01 0.44
H 5.411 -2.980 -7.913 0.01 -0.01 -0.03 0.57
H -1.888 3.351 5.912 0.01 0.03 -0.04 0.78
H 9.347 -9.794 -6.531 0.04 0.00 -0.02 0.40
H -0.242 2.028 -0.120 -0.47 -0.28 0.20 0.35
H -1.993 2.175 0.289 0.32 -0.43 -0.03 0.21
H -6.722 -2.525 0.344 -0.02 -0.02 -0.02 0.46
H 3.106 8.291 3.331 -0.02 0.03 -0.02 0.41
H -1.474 1.758 -1.351 0.25 0.01 0.55 0.44
H 11.545 -6.767 -8.777 0.01 -0.03 0.01 0.45
H -3.478 1.268 6.844 0.01 -0.05 -0.05 0.57
H -7.455 5.633 3.312 -0.01 -0.01 0.01 0.46
H -0.130 5.589 0.598 0.01 -0.03 0.03 0.45
H -2.285 -1.223 1.418 0.35 0.55 0.29 0.57
H -4.562 -2.306 1.557 -0.01 -0.08 -0.03 0.49
H 4.591 -4.102 -4.765 0.04 0.03 -0.03 0.46
H 0.121 8.025 0.156 0.02 0.04 0.02 0.41
H -3.950 5.858 8.834 0.04 -0.01 0.00 0.42
H -10.709 2.899 0.632 0.01 -0.03 0.03 0.42
H -4.773 -4.987 -2.689 -0.05 0.01 0.00 0.42
H -2.611 -4.768 -1.476 0.02 0.02 0.04 0.44
H -1.348 -2.732 9.007 -0.03 0.02 0.04 0.41
H -0.917 -2.255 6.603 -0.01 0.03 -0.04 0.44
H 6.045 -3.962 -12.116 -0.03 0.01 0.02 0.42
H -4.012 3.083 4.643 0.01 -0.02 0.07 0.65
H 4.662 0.301 -2.344 -0.03 -0.03 0.04 0.42
H -3.908 0.793 9.248 0.01 -0.03 0.04 0.45
H 5.585 0.146 -4.650 0.01 -0.03 -0.04 0.43
H -7.734 3.217 3.813 0.02 0.02 -0.02 0.52
H -3.971 -0.014 0.739 0.02 -0.19 0.27 0.40
H 7.638 -8.095 -5.915 -0.01 0.04 -0.01 0.40
H 0.360 3.341 3.733 0.20 -0.15 0.60 0.35
H -0.662 -0.791 1.892 -0.52 0.56 0.10 0.70
H -10.428 5.320 0.131 0.02 0.04 0.01 0.41
H 0.645 1.488 1.919 0.58 -0.39 0.08 0.21
H 7.861 -3.014 -7.532 -0.02 -0.02 0.00 0.36
H 3.668 -3.947 -2.459 -0.01 0.03 0.04 0.43
H -2.026 -0.452 -0.699 0.40 0.44 0.20 0.60
H 9.842 -5.060 -8.169 0.02 -0.34 0.21 0.52
H -6.073 5.591 7.563 -0.02 -0.02 -0.03 0.46
H 8.503 -3.995 -11.733 0.03 0.01 0.03 0.43
```
Positions in Å, forces in eV/Å.

Properties
HOMO energy	-9.4794	eV
electronic energy	-3963.234506	hartree
SMILES	C[C@@H](I)CN(OB(O)O)C(=O)O.O=C1C=CC(=O)C=C1.O=C1C=CC(=O)C=C1.O=C1C=CC(=O)C=C1.O=C1C=CC(=O)C=C1.O=C1C=CC(=O)C=C1.O=C1C=CC(=O)C=C1.O=C1C=CC(=O)C=C1.O=C1C=CC(=O)C=C1
max |F|	2.73	eV Å⁻¹

=====

- Which value of electronic energy does entry 1 give?
  -517.485787 hartree

=====

- What is the formula in the third record?
  C52H41BINO21